1.
DFT (the ωB97M-V functional and the def2-TZVPD basis) results for a 2-piece molecular cluster, C4H12OS2 overall at a distorted geometry.

Summary:
- ΔE to the lowest compared entry with this formula, charge and spin: 41.16 kcal per mole
- 2S+1: 2
- Kohn-Sham gap (spin up / spin down): 0.340 / 0.195 hartree
- HOMO (spin up / spin down): -13.842 / -13.842 eV
- Total charge: +1
- Expectation value of S²: 0.76
- Strongest force on any atom: 5.0 eV/Å

XYZ file:
```
19
Properties=species:S:1:pos:R:3:forces:R:3
C -0.422 -0.173 -1.536 -1.439 2.435 0.909
C -1.589 0.309 -2.374 2.043 3.688 -2.616
C -0.736 -0.013 -0.044 4.432 0.244 -0.936
S -0.854 1.767 0.464 0.098 -0.188 0.951
S 0.988 2.211 1.247 -0.356 -0.638 -0.685
C 0.614 2.223 2.961 -0.633 3.063 3.157
H 0.536 0.297 -1.635 0.341 0.857 -0.772
H -0.217 -1.123 -1.856 0.320 -2.946 0.101
H -2.520 0.271 -1.919 -1.694 -0.302 1.147
H -1.650 -0.235 -3.295 -0.086 -0.449 -0.450
H -1.490 1.450 -2.790 -0.056 -2.503 1.279
H 0.258 -0.305 0.436 -1.837 -0.099 0.108
H -1.593 -0.528 0.272 -1.276 -0.410 0.850
H -0.207 2.926 3.320 0.160 -1.091 -1.188
H 1.331 2.686 3.715 0.407 -0.559 -1.808
H 0.452 1.249 3.344 -0.429 -1.087 -0.060
H 1.618 -4.150 -0.094 -0.083 -0.277 -0.194
H 3.073 -4.251 0.182 0.690 0.004 0.261
O 2.410 -4.611 -0.398 -0.603 0.258 -0.055
```
Positions in Å, forces in eV/Å.



2.
DFT (the ωB97M-V functional and the def2-TZVPD basis) results for a single C20H28N2O3 molecule.

Summary:
- ΔE to the lowest compared entry with this formula, charge and spin: 28.49 kcal per mole
- Kohn-Sham gap: 0.346 hartree
- HOMO: -8.713 eV
- Total charge: 0
- Strongest force on any atom: 0.5 eV/Å

XYZ file:
```
53
Properties=species:S:1:pos:R:3:forces:R:3
O -0.370 2.808 0.886 -0.332 0.263 -0.155
C 0.619 2.098 0.877 0.348 0.149 -0.135
N 0.915 1.293 1.929 -0.142 -0.189 0.298
C 2.035 0.372 1.988 0.330 -0.091 0.002
H 2.181 -0.091 1.011 0.048 0.003 0.063
C 1.737 -0.729 3.012 0.273 -0.068 -0.148
N 0.368 -1.167 2.846 0.202 0.230 -0.014
C 0.126 -2.406 2.378 -0.216 -0.069 -0.062
O 1.014 -3.219 2.195 0.078 -0.364 -0.096
C -1.338 -2.771 2.108 0.048 -0.275 0.013
O -2.004 -1.911 1.210 -0.124 0.063 -0.216
C -1.650 -1.922 -0.116 -0.057 0.087 -0.147
C -2.428 -1.113 -0.943 0.028 -0.032 0.219
C -2.177 -1.064 -2.298 -0.017 0.003 0.039
C -1.144 -1.810 -2.845 0.085 -0.084 -0.135
C -0.363 -2.598 -2.020 -0.046 0.065 -0.149
C -0.607 -2.662 -0.657 -0.005 -0.087 0.348
H 0.020 -3.283 -0.039 0.059 -0.071 0.115
H 0.449 -3.177 -2.434 0.065 -0.053 -0.029
H -0.953 -1.779 -3.907 0.024 0.013 -0.087
H -2.794 -0.444 -2.932 -0.056 0.067 -0.048
H -3.227 -0.539 -0.501 -0.106 0.068 0.054
H -1.906 -2.708 3.041 0.067 -0.037 -0.103
H -1.358 -3.807 1.749 0.072 0.171 0.083
C -0.635 -0.155 3.130 -0.401 0.252 0.131
H -1.057 -0.314 4.131 -0.024 0.084 -0.052
C 0.008 1.234 3.052 -0.252 0.065 0.085
H -0.760 1.993 2.890 0.120 -0.137 0.124
H 0.549 1.473 3.974 -0.072 0.004 -0.042
H -1.440 -0.221 2.397 0.109 0.050 0.141
H 1.886 -0.374 4.036 0.036 -0.031 -0.061
H 2.386 -1.590 2.840 -0.047 0.191 0.083
H 2.956 0.898 2.272 -0.005 -0.115 -0.054
C 1.573 2.061 -0.299 -0.172 -0.035 0.004
C 1.232 0.887 -1.241 -0.034 -0.090 -0.242
C 0.694 1.326 -2.606 0.141 -0.149 0.113
C -0.528 2.267 -2.519 -0.046 0.051 0.012
H -1.389 1.794 -2.990 -0.071 -0.022 0.003
C -0.142 3.537 -3.284 -0.096 -0.050 -0.128
H 0.295 4.271 -2.604 0.015 0.062 0.037
H -0.998 4.001 -3.772 -0.023 0.107 0.033
C 0.915 3.064 -4.278 0.124 0.127 0.089
H 1.517 3.881 -4.676 -0.003 0.011 -0.110
H 0.436 2.549 -5.112 -0.016 -0.017 -0.084
C 1.735 2.075 -3.455 -0.148 -0.102 -0.155
H 2.317 1.395 -4.077 0.111 -0.025 0.035
H 2.429 2.620 -2.814 0.092 0.058 0.050
H -0.796 2.488 -1.489 -0.099 -0.009 0.055
H 0.403 0.413 -3.134 0.040 0.077 0.017
H 0.476 0.247 -0.777 0.051 -0.111 0.047
H 2.120 0.273 -1.409 -0.019 -0.088 0.071
H 1.447 3.004 -0.829 0.036 0.044 0.113
H 2.604 2.002 0.050 0.025 0.037 -0.024
```
Positions in Å, forces in eV/Å.



3.
DFT (the ωB97M-V functional and the def2-TZVPD basis) results for a 2-piece molecular cluster, C3H7IN3 overall at a distorted geometry.

Summary:
- ΔE to the lowest compared entry with this formula, charge and spin: 48.89 kcal per mole
- Kohn-Sham gap: 0.314 hartree
- HOMO: -13.172 eV
- Total charge: +1
- Strongest force on any atom: 3.4 eV/Å

XYZ file:
```
14
Properties=species:S:1:pos:R:3:forces:R:3
C -0.685 -1.211 0.281 -0.420 -1.306 -0.718
C 1.454 -0.580 -0.736 -0.245 0.632 0.554
C 0.850 1.863 -0.737 0.244 0.467 -1.020
N -1.029 -1.365 1.451 -0.663 -0.200 1.480
N 0.656 -1.499 -0.187 0.614 -0.854 -1.362
N 1.205 0.675 -0.692 -0.238 -0.778 -0.082
I -2.428 1.565 0.377 0.810 -0.126 -3.176
H -1.516 -1.150 -0.427 0.706 0.639 -0.520
H 2.414 -0.842 -1.156 0.140 -0.401 0.075
H 0.944 2.497 0.110 0.184 0.442 0.840
H 0.561 2.348 -1.680 -0.345 -0.408 0.214
H -2.957 1.858 1.730 -1.139 0.665 3.100
H 0.863 -2.486 -0.442 -0.177 1.050 0.410
H -0.329 -1.674 2.109 0.528 0.178 0.206
```
Positions in Å, forces in eV/Å.



4.
DFT (the ωB97M-V functional and the def2-TZVPD basis) results for a 2-piece molecular cluster, C3H8NO3 overall at a distorted geometry.

Summary:
- ΔE to the lowest compared entry with this formula, charge and spin: 67.79 kcal per mole
- 2S+1: 3
- Kohn-Sham gap (spin up / spin down): 0.156 / 0.189 hartree
- HOMO (spin up / spin down): -7.363 / -13.655 eV
- Total charge: +1
- Expectation value of S²: 2.01
- Strongest force on any atom: 6.6 eV/Å

XYZ file:
```
15
Properties=species:S:1:pos:R:3:forces:R:3
C -0.359 -0.135 -0.386 0.099 0.364 -2.922
C -2.246 0.916 0.266 2.279 3.037 -0.443
C -2.523 -0.508 -0.091 0.483 -0.731 1.029
N 3.589 -0.231 0.165 -1.997 0.233 -0.949
O -0.757 0.932 0.263 -4.996 3.388 2.707
O 0.809 -0.403 -0.500 6.061 -2.045 -0.058
O -1.394 -0.933 -0.809 -2.562 -1.301 0.733
H -2.545 1.536 1.145 0.022 -1.309 -0.233
H 2.620 -0.160 -0.281 -0.225 0.491 0.683
H -2.691 1.578 -0.608 1.106 -1.187 1.088
H -3.355 -0.506 -0.722 -1.607 -0.979 -0.806
H -2.604 -1.206 0.826 -0.062 0.822 -0.993
H 4.087 0.667 0.091 -0.156 -0.547 0.428
H 3.961 -0.925 -0.454 1.097 -0.648 -0.160
H 3.408 -0.623 1.095 0.460 0.411 -0.103
```
Positions in Å, forces in eV/Å.



| no. | DFT total energy (hartree) |
| --- | --- |
| 1 | -1030.84800 |
| 2 | -1114.16156 |
| 3 | -580.13116 |
| 4 | -399.06288 |